# 1
Here is C12H18B2F8NO6Ti as an isolated structure from the Open Molecules 2025 dataset. Energies are from ωB97M-V/def2-TZVPD.

```
48
Properties=species:S:1:pos:R:3:forces:R:3
Ti -15.898265 4.049905 -9.173992 0.8 0.2 -1.0
C -11.149998 6.720652 -9.135713 -2.6 -0.8 -0.8
C -11.830379 7.481456 -8.165204 2.6 0.5 1.2
C -13.339897 7.363747 -7.964234 -1.4 1.7 0.8
O -14.017997 8.143676 -7.262048 1.3 -0.3 -0.2
C -13.994734 6.359079 -8.668732 0.6 -3.0 -2.3
C -13.346651 5.461616 -9.582245 -0.2 2.6 2.6
C -11.856760 5.736932 -9.909910 1.2 0.2 0.1
O -11.321716 5.047411 -10.787046 -0.2 -0.3 -0.3
O -13.970663 4.473052 -10.040357 -1.4 -1.2 -0.7
O -11.131072 8.189832 -7.391783 -1.3 0.2 -0.1
H -10.103997 6.920141 -9.294524 0.1 -0.2 -0.1
H -15.080583 6.250443 -8.586364 -0.2 0.3 0.2
C -20.867283 7.254767 -9.829677 -0.8 0.7 -1.1
O -20.866486 6.711888 -8.534648 0.7 0.1 0.1
C -21.993961 7.073067 -7.792946 -0.8 -0.6 0.2
C -21.836313 6.462302 -6.406450 0.3 0.1 -0.3
N -20.540404 6.872943 -5.764937 -0.9 -1.4 0.2
H -19.726037 6.717501 -6.368803 -0.2 0.1 -0.5
H -20.627816 7.892890 -5.561886 0.0 0.6 0.5
C -20.207554 6.085646 -4.515812 -0.3 0.3 -1.4
C -19.440829 4.824706 -4.881456 -0.3 0.6 0.9
O -18.481640 5.170826 -5.837129 0.3 -0.6 0.9
C -17.567741 4.110236 -6.079725 0.1 0.0 -0.9
H -20.013197 7.080282 -10.482147 0.3 -0.7 0.9
H -20.932774 8.350832 -9.821995 -0.3 0.0 0.3
H -21.729144 6.849769 -10.374973 -0.1 0.2 -0.1
H -22.929742 6.653661 -8.196764 0.1 -0.5 -0.2
H -22.254156 8.135092 -7.830158 0.8 0.3 0.4
H -21.893386 5.376470 -6.448650 0.4 0.0 -0.2
H -22.653058 6.725784 -5.729323 0.1 0.5 0.1
H -21.099600 5.794628 -3.964840 -0.1 0.5 0.0
H -19.586749 6.798025 -3.972245 0.1 -0.3 0.4
H -20.002742 3.939624 -5.197639 -0.5 0.3 -0.2
H -19.097727 4.584481 -3.858227 0.9 -0.4 -0.4
H -16.742072 4.576868 -6.616462 0.2 -0.1 0.3
H -17.982309 3.341700 -6.741388 -0.3 0.1 0.0
H -17.232321 3.582100 -5.186253 0.1 0.4 0.2
B -16.073153 1.547859 -8.650859 1.3 -2.4 0.1
F -14.945111 1.589189 -9.491986 -0.6 0.5 -0.2
F -17.183173 2.105983 -9.286137 -0.1 1.1 0.0
F -16.349348 0.260432 -8.269007 -0.2 -0.2 0.2
F -15.692337 2.328425 -7.525695 -0.5 1.1 0.2
B -18.146600 5.252280 -10.582074 -0.9 0.2 -0.5
F -19.407312 4.854116 -10.987409 -0.3 0.1 0.2
F -17.816861 6.496203 -11.089791 0.0 -0.2 0.3
F -18.023076 5.207081 -9.155926 0.6 0.0 0.5
F -17.248507 4.263580 -11.001103 1.5 -0.4 -0.3
```
Forces are in eV/Å.

Results
Frontier orbital gap (alpha / beta) in eV: 3.6 / 5.5
Multiplicity: 4
LUMO energy (alpha / beta) in eV: 4.12 / 4.09
Total charge: -2

Charge distribution, Löwdin scheme, values in e: 1.239, -0.019, -0.402, -0.387, -0.009, -0.030, -0.321, -0.396, -0.035, -0.120, -0.066, 0.089, 0.076, -0.100, -0.174, -0.281, -0.215, 0.024, 0.143, 0.026, -0.240, -0.250, -0.176, -0.083, 0.070, 0.092, 0.095, 0.118, 0.099, 0.123, 0.041, 0.079, 0.086, 0.129, 0.124, 0.074, 0.094, 0.102, -1.311, 0.129, 0.129, 0.161, 0.086, -1.279, 0.145, 0.154, 0.073, 0.093

=====

# 2
Here is C12H18BBrCl25NO3Si2 as an isolated structure from the Open Molecules 2025 dataset. Energies are from ωB97M-V/def2-TZVPD.

```
63
Properties=species:S:1:pos:R:3:forces:R:3
C -3.509997 1.130870 0.512795 0.7 0.6 -1.3
C -1.911060 0.761270 0.624286 -0.7 -1.5 0.4
C -1.321258 0.731198 2.158852 1.3 -0.2 -1.9
Br -2.537444 -0.179216 3.466016 0.7 0.5 -0.7
Si -0.709930 2.492261 2.778085 2.3 -1.0 -0.4
C 0.931667 2.125766 3.791596 1.0 -0.5 -0.4
C 0.651263 1.398057 5.233852 0.1 0.4 0.2
C 0.647501 2.535821 6.434077 -1.5 -1.1 -0.3
Cl 2.318875 2.571465 7.254727 -1.4 0.3 -0.8
O -0.206211 3.488597 1.413720 -3.1 0.4 1.6
Si -1.385973 4.732502 1.028672 -0.4 -1.9 0.1
O -2.942798 4.558265 1.824463 0.5 1.2 -2.2
B -0.753440 6.551430 1.344833 2.8 2.4 0.5
N -1.703658 7.670955 1.805335 0.2 -1.5 -0.9
O 0.697899 6.797272 1.080156 -3.3 -1.8 0.1
H -3.633648 2.256283 0.808499 -0.1 -2.2 -0.3
H -4.224503 0.406692 1.091766 1.6 1.5 -0.9
H -3.780573 1.055443 -0.645990 0.5 0.1 2.5
H -1.803349 -0.345474 0.192786 0.0 2.4 0.8
H -1.228939 1.487966 0.008103 -1.4 -1.3 1.1
H -0.329157 0.073697 2.114463 -2.2 1.3 0.2
H -1.657225 3.137922 3.680062 -0.3 0.3 -0.1
H 1.582934 3.114106 3.896379 -1.3 -2.1 0.0
H 1.555997 1.384901 3.094054 -1.2 1.6 1.5
H 1.449306 0.543375 5.469285 -1.7 2.1 -0.4
H -0.399821 0.883668 5.233863 1.9 1.0 0.0
H -0.126116 2.202305 7.253468 1.7 0.7 -1.5
H 0.293561 3.593893 6.043579 1.2 -2.2 0.8
H -1.613703 4.649190 -0.437013 -0.2 -0.4 0.2
H -3.577294 5.117090 1.250144 1.3 -1.4 1.4
H -2.070311 7.476623 2.764898 0.3 0.2 -1.1
H -2.537194 7.629430 1.151454 1.1 0.2 1.2
H 1.058887 5.932574 0.702936 -0.5 1.8 0.9
C 0.692900 6.115826 -2.741296 0.0 0.3 -0.1
Cl -1.066399 5.835842 -2.769575 0.5 0.1 -0.2
Cl 1.016010 7.827976 -2.368788 -0.1 -0.5 -0.1
Cl 1.438308 5.085625 -1.493138 0.0 -0.1 -0.5
Cl 1.383972 5.713795 -4.333654 -0.2 0.1 0.5
C 1.831796 -2.785087 1.293740 0.1 -0.1 -0.1
Cl 2.022690 -4.382262 2.059844 0.0 0.4 -0.2
Cl 1.980304 -1.511355 2.530742 0.0 -0.3 -0.2
Cl 3.096834 -2.563752 0.058617 -0.4 -0.1 0.3
Cl 0.227358 -2.682772 0.525544 0.3 0.0 0.2
C 5.716059 -5.317569 -1.655578 -0.1 -0.1 0.1
Cl 4.325049 -6.276364 -2.221372 0.3 0.3 0.1
Cl 5.560179 -3.642030 -2.241147 0.1 -0.4 0.1
Cl 5.755869 -5.322789 0.125780 0.0 0.0 -0.4
Cl 7.223371 -6.029013 -2.285396 -0.4 0.2 0.1
C 3.533939 -9.307152 -5.273851 0.0 0.0 0.0
Cl 2.219273 -8.174179 -4.870927 0.3 -0.2 -0.1
Cl 3.475184 -10.702810 -4.167818 0.0 0.3 -0.3
Cl 3.338259 -9.871224 -6.952652 0.0 0.1 0.4
Cl 5.103246 -8.480534 -5.104172 -0.4 -0.2 -0.1
C -1.828522 -6.526601 -4.856418 -0.1 0.0 0.0
Cl -1.750232 -8.280727 -5.158466 0.0 0.4 0.1
Cl -3.494142 -6.073663 -4.414625 0.5 -0.1 -0.1
Cl -0.724644 -6.103604 -3.523237 -0.2 -0.1 -0.3
Cl -1.344975 -5.648134 -6.329269 -0.1 -0.2 0.4
C -3.391172 -1.772766 -3.651377 0.0 0.0 0.0
Cl -2.356638 -2.319272 -2.307729 -0.2 0.1 -0.3
Cl -4.884197 -2.744559 -3.684764 0.3 0.3 0.0
Cl -3.805612 -0.055170 -3.421273 0.1 -0.4 -0.1
Cl -2.518354 -1.971875 -5.191947 -0.2 0.0 0.4
```
Forces are in eV/Å.

Results
Frontier orbital gap in eV: 9.2
Multiplicity: 1
LUMO energy in eV: -0.22

Charge distribution, Löwdin scheme, values in e: -0.141, -0.305, -0.741, 0.590, 0.539, -0.293, -0.306, -0.562, 0.432, -0.383, 0.491, -0.285, -0.486, 0.053, -0.035, 0.064, 0.065, 0.054, 0.077, 0.111, 0.028, 0.015, 0.099, 0.063, 0.113, 0.063, 0.083, 0.096, -0.040, 0.086, 0.074, 0.071, 0.005, -1.972, 0.526, 0.543, 0.581, 0.525, -1.991, 0.521, 0.531, 0.498, 0.512, -2.007, 0.493, 0.499, 0.505, 0.513, -2.011, 0.483, 0.513, 0.514, 0.498, -2.010, 0.510, 0.502, 0.498, 0.505, -2.003, 0.497, 0.503, 0.518, 0.510

=====

# 3
Here is a 2-piece molecular cluster, C12H18Br2N3O3 overall from the Open Molecules 2025 dataset. Energies are from ωB97M-V/def2-TZVPD.

```
38
Properties=species:S:1:pos:R:3:forces:R:3
C -1.550312 2.367083 -0.521062 0.7 0.0 0.8
C -0.201138 2.728695 -1.257433 -0.5 0.9 0.3
C -0.238190 2.576852 -2.830576 -1.3 0.5 0.5
N 0.289036 1.293527 -3.357559 1.6 0.3 0.7
C 1.627501 1.032271 -2.984907 -0.1 0.8 -0.5
C 2.824306 1.801882 -3.224483 -2.1 -2.2 1.0
N 3.866617 1.057499 -2.572127 -3.2 -0.6 -0.1
C 3.295593 -0.035314 -2.014919 0.4 -1.2 0.7
N 1.927687 -0.140499 -2.211097 3.0 2.4 -1.5
C 1.043822 -1.184321 -1.744618 -0.3 -0.1 1.1
Br 0.186904 -2.353929 -3.073172 0.9 1.2 0.9
C 0.770447 -1.347613 -0.419320 -0.4 -0.6 -0.4
C -0.208115 -2.421383 0.167830 0.6 0.6 0.5
Br 1.623798 -0.176420 0.917400 -0.7 -0.9 -1.1
H -2.426971 2.951078 -0.902963 0.8 -0.8 0.1
H -1.415880 2.678310 0.561575 -0.2 -0.4 -1.2
H -1.737611 1.251935 -0.479963 0.0 1.2 -0.4
H 0.627617 2.171357 -0.743679 -0.6 0.4 -0.8
H -0.010460 3.827053 -1.047547 -0.1 -1.2 -0.2
H -1.330850 2.611757 -3.129329 1.3 0.0 0.2
H 0.233801 3.468444 -3.325930 -0.2 -1.1 0.4
H -0.333819 0.504200 -3.184271 0.3 0.3 0.0
H 2.900463 2.766756 -3.765733 0.3 -1.1 0.6
H 4.848278 1.323735 -2.519814 -0.4 -0.3 0.1
H 3.830835 -0.802333 -1.409496 -0.4 0.9 -0.8
H -0.293507 -3.335389 -0.475495 0.1 1.1 0.5
H -1.215731 -1.939600 0.336104 1.0 -0.6 -0.3
H 0.153959 -2.736054 1.188047 -0.3 0.3 -1.1
C -0.946579 -2.021293 4.581843 0.6 0.0 0.3
C -2.235678 -1.648663 5.258147 -0.1 0.2 0.7
O -3.157128 -1.589708 4.172779 0.3 -0.3 -0.4
C -2.662087 -2.370030 3.178309 -0.5 -0.1 -0.3
O -3.263668 -2.672204 2.195207 0.3 0.1 0.2
O -1.386746 -2.764499 3.447494 -0.3 0.2 0.0
H -0.300830 -2.627341 5.216412 0.0 -0.1 -0.2
H -0.386432 -1.147795 4.236732 -0.1 0.0 0.0
H -2.572300 -2.408951 5.967139 0.0 0.0 -0.1
H -2.176630 -0.689098 5.770480 -0.2 0.0 -0.1
```
Forces are in eV/Å.

Results
Frontier orbital gap in eV: 8.9
Multiplicity: 1
LUMO energy in eV: -3.42
Total charge: +1

Charge distribution, Löwdin scheme, values in e: -0.118, -0.240, -0.186, 0.033, -0.210, 0.054, 0.113, -0.060, -0.025, -0.655, 0.796, -0.618, -0.122, 0.746, 0.081, 0.081, 0.072, 0.062, 0.115, 0.132, 0.120, 0.092, 0.142, 0.180, 0.169, 0.067, 0.101, 0.076, -0.127, -0.122, 0.072, -0.559, 0.159, 0.040, 0.137, 0.128, 0.139, 0.137

=====

Repeat the third record exactly.
Here is a 2-piece molecular cluster, C12H18Br2N3O3 overall from the Open Molecules 2025 dataset. Energies are from ωB97M-V/def2-TZVPD.

```
38
Properties=species:S:1:pos:R:3:forces:R:3
C -1.550312 2.367083 -0.521062 0.7 0.0 0.8
C -0.201138 2.728695 -1.257433 -0.5 0.9 0.3
C -0.238190 2.576852 -2.830576 -1.3 0.5 0.5
N 0.289036 1.293527 -3.357559 1.6 0.3 0.7
C 1.627501 1.032271 -2.984907 -0.1 0.8 -0.5
C 2.824306 1.801882 -3.224483 -2.1 -2.2 1.0
N 3.866617 1.057499 -2.572127 -3.2 -0.6 -0.1
C 3.295593 -0.035314 -2.014919 0.4 -1.2 0.7
N 1.927687 -0.140499 -2.211097 3.0 2.4 -1.5
C 1.043822 -1.184321 -1.744618 -0.3 -0.1 1.1
Br 0.186904 -2.353929 -3.073172 0.9 1.2 0.9
C 0.770447 -1.347613 -0.419320 -0.4 -0.6 -0.4
C -0.208115 -2.421383 0.167830 0.6 0.6 0.5
Br 1.623798 -0.176420 0.917400 -0.7 -0.9 -1.1
H -2.426971 2.951078 -0.902963 0.8 -0.8 0.1
H -1.415880 2.678310 0.561575 -0.2 -0.4 -1.2
H -1.737611 1.251935 -0.479963 0.0 1.2 -0.4
H 0.627617 2.171357 -0.743679 -0.6 0.4 -0.8
H -0.010460 3.827053 -1.047547 -0.1 -1.2 -0.2
H -1.330850 2.611757 -3.129329 1.3 0.0 0.2
H 0.233801 3.468444 -3.325930 -0.2 -1.1 0.4
H -0.333819 0.504200 -3.184271 0.3 0.3 0.0
H 2.900463 2.766756 -3.765733 0.3 -1.1 0.6
H 4.848278 1.323735 -2.519814 -0.4 -0.3 0.1
H 3.830835 -0.802333 -1.409496 -0.4 0.9 -0.8
H -0.293507 -3.335389 -0.475495 0.1 1.1 0.5
H -1.215731 -1.939600 0.336104 1.0 -0.6 -0.3
H 0.153959 -2.736054 1.188047 -0.3 0.3 -1.1
C -0.946579 -2.021293 4.581843 0.6 0.0 0.3
C -2.235678 -1.648663 5.258147 -0.1 0.2 0.7
O -3.157128 -1.589708 4.172779 0.3 -0.3 -0.4
C -2.662087 -2.370030 3.178309 -0.5 -0.1 -0.3
O -3.263668 -2.672204 2.195207 0.3 0.1 0.2
O -1.386746 -2.764499 3.447494 -0.3 0.2 0.0
H -0.300830 -2.627341 5.216412 0.0 -0.1 -0.2
H -0.386432 -1.147795 4.236732 -0.1 0.0 0.0
H -2.572300 -2.408951 5.967139 0.0 0.0 -0.1
H -2.176630 -0.689098 5.770480 -0.2 0.0 -0.1
```
Forces are in eV/Å.

Results
Frontier orbital gap in eV: 8.9
Multiplicity: 1
LUMO energy in eV: -3.42
Total charge: +1

Charge distribution, Löwdin scheme, values in e: -0.118, -0.240, -0.186, 0.033, -0.210, 0.054, 0.113, -0.060, -0.025, -0.655, 0.796, -0.618, -0.122, 0.746, 0.081, 0.081, 0.072, 0.062, 0.115, 0.132, 0.120, 0.092, 0.142, 0.180, 0.169, 0.067, 0.101, 0.076, -0.127, -0.122, 0.072, -0.559, 0.159, 0.040, 0.137, 0.128, 0.139, 0.137